1.
A molecular structure, C36H29BrF4FeN2O2PS2. Source: the OMol25 dataset; level of theory: ωB97M-V with the def2-TZVPD basis set.

**Net charge**: +1
**E_HOMO (alpha / beta)**: -11.11 / -11.09 eV

Positions of all 78 atoms, in Å:
Fe  0.106  0.025  0.528
C  2.487  0.281  3.319
C  2.829  -0.333  2.003
N  2.133  -0.220  0.904
C  2.729  -0.872  -0.153
C  3.887  -1.504  0.147
S  4.258  -1.259  1.799
C  2.029  -0.801  -1.428
C  2.529  -1.039  -2.662
S  1.292  -0.870  -3.824
C  0.168  -0.466  -2.597
N  0.684  -0.447  -1.391
C  -1.256  -0.233  -2.944
H  1.689  1.006  3.192
H  3.364  0.768  3.742
H  2.145  -0.480  4.023
H  4.511  -2.098  -0.499
H  3.539  -1.296  -2.932
H  -1.594  -0.968  -3.673
H  -1.396  0.759  -3.375
H  -1.862  -0.315  -2.053
F  -4.467  3.867  -3.663
C  -4.001  3.099  -2.693
C  -4.801  2.122  -2.131
F  -6.047  1.963  -2.548
C  -4.297  1.322  -1.114
F  -5.131  0.432  -0.577
C  -2.999  1.455  -0.655
P  -2.222  0.510  0.714
C  -3.155  -1.009  1.035
C  -3.629  -1.321  2.303
C  -4.168  -2.578  2.554
C  -4.244  -3.518  1.542
C  -3.767  -3.211  0.271
C  -3.210  -1.971  0.025
C  -2.653  1.672  2.048
C  -4.000  1.915  2.323
C  -4.359  2.847  3.283
C  -3.378  3.559  3.960
C  -2.039  3.336  3.676
C  -1.675  2.394  2.725
C  -2.211  2.451  -1.234
Br  -0.394  2.700  -0.740
C  -2.700  3.264  -2.237
F  -1.940  4.193  -2.806
H  -3.568  -0.598  3.105
H  -4.524  -2.817  3.548
H  -4.668  -4.494  1.738
H  -3.817  -3.948  -0.520
H  -2.806  -1.756  -0.957
H  -4.772  1.370  1.792
H  -5.405  3.021  3.497
H  -3.659  4.290  4.706
H  -1.273  3.895  4.198
H  -0.630  2.211  2.522
C  -1.025  -4.848  6.978
C  -0.839  -3.955  5.784
C  -0.550  -4.475  4.533
C  -0.380  -3.669  3.414
C  -0.085  -4.362  2.110
C  -0.500  -2.270  3.564
C  -0.808  -1.720  4.831
C  -0.999  -0.248  5.096
C  -0.967  -2.578  5.908
C  -0.298  -1.387  2.401
O  -0.148  -1.823  1.218
O  -0.243  -0.111  2.510
H  -0.843  -5.891  6.727
H  -2.041  -4.763  7.367
H  -0.345  -4.565  7.782
H  -0.453  -5.549  4.419
H  -0.025  -5.437  2.275
H  0.854  -4.024  1.673
H  -0.862  -4.162  1.373
H  -1.691  0.211  4.394
H  -0.062  0.303  5.006
H  -1.382  -0.108  6.106
H  -1.205  -2.156  6.878

---

2.
14 unconnected molecules or ions with the total composition C43H93BI2N2O17S. Source: the OMol25 dataset; level of theory: ωB97M-V with the def2-TZVPD basis set.

**Net charge**: 0
**E_HOMO**: -7.50 eV

Positions of all 159 atoms, in Å:
C  9.033  -5.046  2.341
C  9.127  -3.689  3.099
B  7.897  -2.747  2.846
O  7.206  -2.262  3.959
C  7.294  -2.335  1.439
C  5.899  -2.261  1.408
C  5.181  -1.939  0.263
C  5.888  -1.669  -0.899
C  7.294  -1.738  -0.946
C  8.006  -1.476  -2.245
C  8.393  -2.797  -2.958
C  7.431  -3.246  -4.056
I  6.072  -4.780  -3.407
C  7.969  -2.072  0.239
I  10.080  -2.158  0.146
S  4.947  -1.230  -2.333
C  3.583  -0.380  -1.571
C  2.980  0.687  -2.244
C  3.588  1.121  -3.559
C  3.294  0.160  -4.685
O  3.720  0.305  -5.792
C  1.861  1.323  -1.686
C  1.142  2.479  -2.374
C  1.932  3.776  -2.102
C  0.770  2.215  -3.859
C  1.186  3.269  -4.880
C  1.406  0.878  -0.426
C  0.235  1.564  0.248
C  -1.100  1.134  -0.305
O  -1.525  -0.110  0.319
C  -2.456  -0.736  -0.420
O  -3.494  -0.193  -0.712
C  -2.147  -2.141  -0.809
C  -1.602  -2.932  0.392
C  2.011  -0.200  0.234
C  1.486  -0.707  1.555
C  2.147  -0.003  2.781
N  2.701  1.320  2.459
C  3.129  -0.825  -0.333
N  3.769  -1.902  0.324
H  9.969  -5.245  1.830
H  8.197  -5.088  1.650
H  8.905  -5.847  3.065
H  9.148  -3.894  4.170
H  10.075  -3.208  2.885
H  6.643  -2.934  4.353
H  5.353  -2.463  2.321
H  8.918  -0.923  -2.063
H  7.355  -0.897  -2.892
H  8.464  -3.593  -2.223
H  9.383  -2.680  -3.394
H  7.949  -3.698  -4.891
H  6.844  -2.420  -4.444
H  3.278  2.118  -3.832
H  4.672  1.128  -3.449
H  2.679  -0.728  -4.459
H  0.196  2.621  -1.875
H  2.070  3.856  -1.025
H  2.891  3.788  -2.605
H  1.329  4.634  -2.391
H  -0.317  2.166  -3.933
H  1.112  1.239  -4.187
H  2.256  3.469  -4.865
H  0.954  2.929  -5.884
H  0.702  4.215  -4.655
H  0.281  1.483  1.326
H  0.323  2.626  0.037
H  -1.067  0.997  -1.385
H  -1.863  1.886  -0.106
H  -3.051  -2.592  -1.202
H  -1.414  -2.140  -1.616
H  -1.260  -3.907  0.076
H  -0.787  -2.380  0.847
H  -2.402  -3.024  1.123
H  0.412  -0.602  1.608
H  1.707  -1.768  1.632
H  1.381  0.158  3.535
H  2.882  -0.683  3.219
H  3.706  1.258  2.356
H  2.556  1.911  3.270
H  3.531  -1.901  1.303
C  -3.081  2.746  -2.922
O  -4.250  2.432  -2.181
H  -3.283  3.650  -3.491
H  -2.229  2.932  -2.259
H  -2.829  1.942  -3.620
H  -4.079  1.625  -1.681
C  -5.272  -1.687  2.077
O  -5.336  -0.441  1.402
H  -6.054  -1.709  2.835
H  -5.436  -2.515  1.380
H  -4.301  -1.820  2.569
H  -4.633  -0.482  0.738
C  -7.034  -5.316  1.584
O  -5.752  -5.257  2.212
H  -6.934  -5.915  0.681
H  -7.764  -5.777  2.247
H  -7.376  -4.314  1.312
H  -5.850  -4.727  3.007
C  -9.107  -4.795  5.312
O  -9.299  -4.715  3.897
H  -8.141  -5.267  5.484
H  -9.111  -3.796  5.751
H  -9.886  -5.406  5.776
H  -10.152  -4.299  3.745
C  -1.949  2.057  -7.786
O  -0.764  1.417  -7.311
H  -2.477  2.454  -6.922
H  -1.702  2.880  -8.462
H  -2.595  1.349  -8.308
H  -0.296  1.065  -8.072
C  -0.994  1.616  5.168
O  0.238  1.402  5.853
H  -0.941  1.109  4.207
H  -1.828  1.207  5.744
H  -1.155  2.684  4.999
H  0.182  1.859  6.696
C  -5.479  1.620  -10.144
O  -4.112  1.701  -10.540
H  -5.553  2.035  -9.142
H  -6.119  2.198  -10.814
H  -5.823  0.583  -10.122
H  -4.040  1.334  -11.425
C  -5.531  -0.440  -3.966
O  -5.656  0.918  -4.362
H  -5.286  -1.021  -4.852
H  -4.733  -0.565  -3.227
H  -6.467  -0.819  -3.544
H  -5.854  1.435  -3.573
C  3.965  5.012  3.512
O  2.772  4.297  3.808
H  4.717  4.286  3.211
H  3.809  5.717  2.691
H  4.329  5.555  4.389
H  2.101  4.932  4.075
C  -1.603  5.773  5.237
O  -0.371  5.538  5.916
H  -1.555  5.256  4.281
H  -2.444  5.378  5.813
H  -1.756  6.840  5.059
H  -0.418  6.001  6.758
C  -3.277  -6.650  -1.158
O  -3.137  -5.270  -0.831
H  -2.601  -6.861  -1.983
H  -3.009  -7.284  -0.309
H  -4.299  -6.880  -1.470
H  -3.735  -5.085  -0.100
C  0.781  8.853  5.707
O  -0.264  8.947  6.676
H  0.330  8.965  4.725
H  1.520  9.645  5.854
H  1.270  7.878  5.765
H  0.133  8.854  7.546
C  -8.235  -0.833  5.564
O  -9.320  -1.607  6.071
H  -7.423  -1.520  5.339
H  -8.518  -0.309  4.648
H  -7.890  -0.108  6.304
H  -10.043  -1.007  6.272

---

3.
C5H7NO in the gas phase. Source: the OMol25 dataset; level of theory: ωB97M-V with the def2-TZVPD basis set.

**Net charge**: 0
**E_HOMO**: -9.58 eV

Positions of all 14 atoms, in Å:
C  -1.684  -0.799  -0.248
N  -1.740  0.656  -0.067
C  -0.465  -0.004  -0.089
C  0.663  0.105  0.926
C  1.746  -0.223  -0.119
C  0.684  0.559  -0.855
O  0.799  1.499  0.534
H  -1.931  -1.431  0.603
H  -2.018  -1.159  -1.216
H  -2.009  0.955  0.866
H  0.631  -0.242  1.962
H  2.066  -1.223  -0.412
H  2.577  0.468  0.038
H  0.681  0.839  -1.923

---

4.
12 unconnected molecules or ions with the total composition C48H120O24. Source: the OMol25 dataset; level of theory: ωB97M-V with the def2-TZVPD basis set.

**Net charge**: 0
**E_HOMO**: -9.35 eV
**SMILES**: COCCOC.COCCOC.COCCOC.COCCOC.COCCOC.COCCOC.COCCOC.COCCOC.COCCOC.COCCOC.COCCOC.COCCOC

Positions of all 192 atoms, in Å:
C  -4.100  -0.745  -4.516
O  -5.286  -1.452  -4.273
C  -5.541  -2.454  -5.222
C  -6.874  -3.096  -4.920
O  -7.964  -2.238  -5.059
C  -8.244  -1.426  -3.929
H  -4.199  0.031  -5.283
H  -3.271  -1.418  -4.779
H  -3.790  -0.279  -3.579
H  -4.751  -3.221  -5.201
H  -5.590  -2.056  -6.246
H  -6.826  -3.600  -3.945
H  -7.040  -3.872  -5.674
H  -9.255  -1.045  -4.056
H  -7.534  -0.603  -3.793
H  -8.190  -1.977  -2.977
C  -1.499  2.104  4.014
O  -2.153  1.598  5.139
C  -1.858  2.322  6.319
C  -2.507  1.611  7.475
O  -3.916  1.731  7.461
C  -4.401  2.964  7.918
H  -1.412  3.196  4.028
H  -1.959  1.711  3.107
H  -0.466  1.705  3.959
H  -2.228  3.345  6.182
H  -0.769  2.354  6.478
H  -2.062  2.007  8.402
H  -2.333  0.536  7.467
H  -5.374  3.052  7.432
H  -3.824  3.846  7.621
H  -4.510  2.949  9.005
C  -4.172  -5.592  3.317
O  -3.444  -4.490  3.760
C  -2.700  -3.883  2.748
C  -2.189  -2.532  3.206
O  -1.481  -2.631  4.413
C  -0.439  -1.737  4.484
H  -5.017  -5.763  3.986
H  -3.563  -6.508  3.373
H  -4.553  -5.491  2.294
H  -3.300  -3.716  1.845
H  -1.781  -4.440  2.492
H  -2.992  -1.781  3.233
H  -1.466  -2.198  2.440
H  -0.767  -0.694  4.380
H  0.255  -1.904  3.635
H  0.143  -1.833  5.394
C  3.591  1.921  -5.750
O  2.300  1.664  -6.278
C  1.356  2.693  -6.038
C  0.802  2.884  -4.641
O  1.749  3.374  -3.756
C  1.259  3.356  -2.436
H  4.217  1.170  -6.241
H  3.619  1.642  -4.703
H  3.980  2.916  -5.963
H  0.548  2.500  -6.747
H  1.779  3.644  -6.396
H  0.341  1.963  -4.261
H  0.008  3.639  -4.777
H  0.218  3.689  -2.331
H  1.967  3.918  -1.837
H  1.211  2.311  -2.084
C  -7.122  -6.589  0.379
O  -6.342  -5.711  -0.365
C  -5.099  -6.303  -0.762
C  -4.244  -5.278  -1.440
O  -3.935  -4.222  -0.548
C  -3.600  -3.051  -1.272
H  -6.620  -6.855  1.326
H  -7.366  -7.535  -0.122
H  -8.025  -6.041  0.639
H  -5.331  -7.124  -1.452
H  -4.650  -6.687  0.166
H  -4.760  -4.940  -2.349
H  -3.275  -5.705  -1.714
H  -2.588  -3.049  -1.690
H  -3.593  -2.280  -0.497
H  -4.338  -2.873  -2.057
C  6.167  -1.511  -1.036
O  5.058  -1.695  -1.888
C  4.238  -0.577  -1.862
C  3.016  -0.746  -2.714
O  3.353  -0.876  -4.086
C  2.259  -1.205  -4.905
H  6.860  -2.333  -1.241
H  5.902  -1.550  0.023
H  6.728  -0.624  -1.355
H  4.748  0.370  -2.101
H  3.892  -0.381  -0.827
H  2.415  0.175  -2.633
H  2.458  -1.621  -2.355
H  1.826  -2.183  -4.648
H  2.703  -1.415  -5.881
H  1.548  -0.385  -5.010
C  6.316  -3.988  1.659
O  5.111  -3.683  2.366
C  4.067  -4.568  2.062
C  3.282  -4.191  0.838
O  4.052  -4.366  -0.330
C  3.283  -4.315  -1.510
H  7.132  -3.420  2.100
H  6.190  -3.832  0.591
H  6.565  -5.048  1.824
H  3.366  -4.409  2.890
H  4.367  -5.619  2.031
H  3.004  -3.127  0.903
H  2.341  -4.764  0.820
H  2.522  -3.529  -1.433
H  2.835  -5.300  -1.660
H  3.916  -4.029  -2.345
C  5.462  2.817  -2.881
O  6.144  2.286  -1.758
C  5.821  2.912  -0.522
C  5.928  4.424  -0.523
O  4.723  4.994  -1.010
C  4.746  6.395  -0.958
H  4.389  2.802  -2.726
H  5.718  2.175  -3.722
H  5.815  3.823  -3.117
H  6.664  2.556  0.079
H  4.875  2.535  -0.122
H  6.811  4.710  -1.105
H  6.054  4.734  0.526
H  3.897  6.808  -1.501
H  5.650  6.853  -1.388
H  4.709  6.791  0.072
C  -3.429  -9.334  -2.036
O  -2.709  -8.323  -1.410
C  -1.300  -8.471  -1.618
C  -0.520  -7.333  -1.068
O  -0.582  -6.169  -1.866
C  -0.212  -5.058  -1.076
H  -3.569  -9.178  -3.122
H  -4.450  -9.259  -1.656
H  -3.021  -10.345  -1.920
H  -1.137  -8.722  -2.668
H  -1.032  -9.333  -0.985
H  0.542  -7.618  -1.014
H  -0.831  -7.112  -0.040
H  -0.917  -4.862  -0.256
H  -0.234  -4.144  -1.668
H  0.801  -5.224  -0.702
C  0.143  6.602  1.052
O  -0.390  7.776  0.533
C  -0.982  7.575  -0.726
C  -1.515  8.880  -1.215
O  -0.498  9.617  -1.834
C  -1.004  10.739  -2.551
H  -0.521  5.726  1.064
H  0.450  6.789  2.084
H  1.068  6.309  0.528
H  -1.702  6.742  -0.741
H  -0.224  7.186  -1.432
H  -1.899  9.448  -0.350
H  -2.432  8.733  -1.809
H  -0.133  11.156  -3.061
H  -1.407  11.493  -1.873
H  -1.675  10.396  -3.344
C  -1.192  -0.295  -1.871
O  -0.796  -1.346  -1.031
C  -0.144  -0.916  0.122
C  -0.811  0.227  0.859
O  -0.734  1.510  0.277
C  0.346  2.319  0.724
H  -2.130  0.173  -1.557
H  -1.279  -0.669  -2.890
H  -0.447  0.503  -1.858
H  0.859  -0.572  -0.178
H  -0.019  -1.761  0.792
H  -0.503  0.192  1.917
H  -1.891  0.034  0.932
H  1.336  1.900  0.504
H  0.238  2.504  1.803
H  0.245  3.294  0.246
C  3.689  7.160  7.392
O  3.132  5.954  6.986
C  3.970  5.310  6.084
C  3.479  3.898  5.862
O  2.175  3.839  5.337
C  2.040  4.257  4.018
H  2.944  7.729  7.938
H  4.047  7.742  6.532
H  4.569  7.000  8.031
H  4.988  5.267  6.491
H  3.976  5.835  5.120
H  3.360  3.374  6.808
H  4.204  3.399  5.204
H  2.409  3.516  3.299
H  2.489  5.248  3.893
H  0.979  4.402  3.807

---

5.
A molecular structure, C5H6O2. Source: the OMol25 dataset; level of theory: ωB97M-V with the def2-TZVPD basis set.

**Net charge**: 0
**E_HOMO**: -9.12 eV

Positions of all 13 atoms, in Å:
C  -1.066  -1.152  -0.942
C  0.435  -0.678  -0.383
C  0.909  0.856  -0.486
C  0.081  1.251  0.701
C  -0.238  0.205  1.336
H  -1.018  -1.183  -2.031
H  1.118  -1.378  -0.439
H  0.433  1.256  -1.393
H  1.965  0.782  -0.518
H  -0.533  2.278  1.031
H  -0.548  0.329  2.394
O  -1.988  -1.525  -0.290
O  0.449  -1.039  1.021

---

Please write out number 3 again, unchanged.
C5H7NO in the gas phase. Source: the OMol25 dataset; level of theory: ωB97M-V with the def2-TZVPD basis set.

**Net charge**: 0
**E_HOMO**: -9.58 eV

Positions of all 14 atoms, in Å:
C  -1.684  -0.799  -0.248
N  -1.740  0.656  -0.067
C  -0.465  -0.004  -0.089
C  0.663  0.105  0.926
C  1.746  -0.223  -0.119
C  0.684  0.559  -0.855
O  0.799  1.499  0.534
H  -1.931  -1.431  0.603
H  -2.018  -1.159  -1.216
H  -2.009  0.955  0.866
H  0.631  -0.242  1.962
H  2.066  -1.223  -0.412
H  2.577  0.468  0.038
H  0.681  0.839  -1.923

---

net charge of number 5 (C5H6O2)?
0

---

Look up the net charge of the first one.
+1